C8H42N4O16 | ωB97M-V with the def2-TZVPD basis set

```
! wB97M-V def2-TZVPD RIJCOSX def2/J DEFGRID3
* xyz 1 2
H 17.20 -4.80 -18.73
O 17.49 3.75 -17.73
H 15.62 4.84 -16.14
C 17.33 5.10 -17.58
H 18.42 3.67 -17.53
O 19.98 -2.93 -17.91
H 15.23 -3.53 -21.10
H 14.98 -0.35 -21.46
C 16.56 5.37 -16.29
O 14.42 2.91 -18.57
H 15.30 3.18 -18.31
H 16.78 1.07 -19.42
H 21.14 -2.67 -20.63
H 20.22 1.14 -21.89
H 15.57 0.81 -15.17
N 17.52 1.03 -18.74
H 18.02 1.80 -18.32
H 20.68 -0.11 -23.54
O 19.80 -0.23 -23.16
C 15.25 1.07 -16.18
H 14.32 0.09 -17.92
O 13.81 -0.84 -16.27
H 17.82 -1.90 -19.29
H 13.42 -1.49 -16.85
O 17.22 5.12 -15.09
H 19.81 1.31 -17.41
O 20.15 -2.38 -15.24
O 20.51 -2.19 -21.19
H 20.90 -2.74 -15.72
H 16.04 1.59 -16.73
H 21.21 0.83 -15.48
C 20.79 -0.78 -21.05
O 19.70 2.26 -17.46
O 16.76 -3.98 -18.53
H 19.88 -1.99 -18.09
O 15.97 -2.92 -20.99
H 16.41 -3.23 -20.20
H 16.28 6.42 -16.21
C 19.82 0.14 -21.81
N 17.58 -0.94 -19.47
H 18.33 5.53 -17.61
O 15.93 -0.36 -21.59
O 16.97 2.98 -22.35
H 20.86 -0.42 -16.76
H 16.96 -0.61 -20.21
O 18.84 -0.44 -17.69
H 16.19 -1.26 -21.40
H 18.76 0.14 -21.53
H 23.27 1.04 -14.93
H 16.24 2.56 -21.90
H 17.47 2.26 -22.72
H 16.92 5.57 -18.48
H 19.48 -2.23 -15.92
C 18.03 -0.13 -18.59
N 23.52 0.62 -15.81
N 21.45 0.22 -16.25
C 14.74 -0.13 -16.94
H 19.64 2.55 -16.55
H 20.77 -3.18 -18.38
H 15.59 -0.79 -17.16
O 14.14 1.96 -16.04
H 14.06 2.49 -17.79
O 23.04 -0.67 -17.58
H 20.91 -0.44 -20.03
H 24.49 0.38 -15.93
H 16.38 -4.11 -17.66
H 13.37 1.53 -15.66
C 22.69 -0.01 -16.59
H 21.73 -0.53 -21.55
H 16.79 5.72 -14.48
*
```

HOMO level (alpha / beta) = -12.29 / -12.29 eV
max |F| = 6.57 eV Å⁻¹
calculated total energy = -47687.3114 eV
lowest unoccupied orbital energy (alpha / beta) = -2.83 / -9.12 eV
frontier orbital gap (alpha / beta) = 9.46 / 3.17 eV